# 1
Molecular formula: C46H39N4O4P2S2V
Method: DFT, wB97M-V/def2-TZVPD

Last column: Löwdin spin population.
Element x y z (Å)
V: 0.513 0.526 0.402  2.72
C: -0.607 -1.504 2.864  0.00
P: 0.163 0.176 2.972  0.03
C: -1.006 1.075 4.072  0.01
C: -2.367 0.776 4.084  0.00
C: -3.236 1.479 4.908  0.00
C: -2.765 2.495 5.725  0.00
C: -1.414 2.817 5.699  0.00
C: -0.546 2.118 4.876  0.00
C: 1.588 -0.054 4.084  0.00
C: 1.705 -1.132 4.959  0.00
C: 2.829 -1.268 5.760  0.00
C: 3.846 -0.323 5.699  0.00
C: 3.737 0.754 4.833  0.00
C: 2.616 0.884 4.026  0.00
C: -1.591 -1.448 1.736  0.01
C: -2.881 -1.932 1.606  0.01
C: -3.367 -1.428 0.371  0.01
C: -2.350 -0.662 -0.172  0.01
C: -2.358 0.324 -1.308  0.00
P: -1.440 1.785 -0.641  0.02
C: -2.577 2.546 0.568  0.01
C: -1.987 3.315 1.567  0.01
C: -2.764 3.976 2.509  0.00
C: -4.143 3.852 2.476  0.00
C: -4.743 3.071 1.495  0.00
C: -3.966 2.429 0.543  0.00
C: -1.398 2.997 -2.007  0.00
C: -2.181 4.146 -2.083  0.00
C: -2.052 5.011 -3.162  0.00
C: -1.145 4.738 -4.176  0.00
C: -0.356 3.599 -4.100  0.00
C: -0.470 2.737 -3.019  0.00
N: -1.258 -0.691 0.655  0.02
H: -1.086 -1.791 3.803  0.00
H: 0.204 -2.212 2.664  0.00
H: -2.758 0.007 3.428  0.00
H: -4.291 1.232 4.900  0.00
H: -3.444 3.041 6.367  0.00
H: -1.032 3.614 6.326  0.00
H: 0.507 2.374 4.874  0.00
H: 0.920 -1.877 5.014  0.00
H: 2.913 -2.115 6.429  0.00
H: 4.727 -0.435 6.319  0.00
H: 4.533 1.483 4.752  0.00
H: 2.553 1.708 3.324  0.00
H: -3.408 -2.559 2.310  0.00
H: -4.355 -1.568 -0.045  0.00
H: -3.377 0.565 -1.614  0.00
H: -1.811 0.000 -2.195  0.00
H: -0.904 3.386 1.607  0.00
H: -2.285 4.560 3.284  0.00
H: -4.753 4.346 3.223  0.00
H: -5.820 2.962 1.474  0.00
H: -4.451 1.827 -0.214  0.00
H: -2.894 4.378 -1.301  0.00
H: -2.665 5.903 -3.204  0.00
H: -1.049 5.417 -5.015  0.00
H: 0.369 3.375 -4.872  0.00
H: 0.184 1.870 -2.968  0.00
C: 4.737 3.961 0.861  0.00
S: 4.985 2.263 1.401  0.00
C: 3.467 1.466 0.906  0.01
S: 2.130 2.385 0.313  0.02
N: 3.530 0.202 1.122  0.01
N: 2.401 -0.535 0.768  0.00
C: 2.561 -1.799 1.050  0.02
C: 1.765 -2.886 0.663  0.01
C: 1.819 -4.139 1.295  0.00
C: 0.862 -5.097 1.115  0.01
C: -0.303 -4.710 0.364  0.00
C: -0.363 -3.580 -0.345  0.01
N: 0.860 -2.764 -0.513  0.00
H: 5.658 4.485 1.120  0.00
H: 3.897 4.429 1.367  0.00
H: 4.580 4.013 -0.214  0.00
H: 3.434 -2.054 1.656  0.00
H: 2.626 -4.281 2.006  0.00
H: 0.893 -6.042 1.634  0.00
H: -1.212 -5.295 0.436  0.00
H: -1.248 -3.138 -0.778  0.00
O: 1.615 0.202 -3.430  0.00
C: 1.325 -0.596 -2.548  0.01
O: 0.576 -0.359 -1.535  0.03
C: 1.825 -2.029 -2.685  0.00
C: 1.580 -3.048 -1.773  0.00
C: 2.019 -4.363 -1.967  0.00
C: 2.735 -4.596 -3.106  0.00
O: 3.253 -5.785 -3.562  0.00
C: 4.136 -5.393 -4.609  0.00
O: 3.697 -4.131 -5.088  0.00
C: 3.004 -3.593 -4.025  0.00
C: 2.562 -2.316 -3.848  0.00
H: 0.559 -1.767 -0.630  0.00
H: 1.804 -5.135 -1.243  0.00
H: 4.095 -6.125 -5.412  0.00
H: 5.150 -5.293 -4.201  0.00
H: 2.740 -1.518 -4.554  0.00

Properties
**2S+1**: 4
**⟨S²⟩**: 3.76
**LUMO energy (spin up / spin down)**: 2.531 / 2.531 eV
**Net charge**: -1

=====

# 2
Molecular formula: C4H7NO2
Method: DFT, wB97M-V/def2-TZVPD

Last column: Mulliken charge in e.
Element x y z (Å)
C: -0.284 1.575 -0.386  -0.83
C: 0.062 0.296 -0.244  0.40
N: 1.384 -0.099 0.224  0.08
O: 2.124 0.818 0.482  -0.38
C: -0.838 -0.848 -0.541  0.08
C: -0.343 -2.225 -0.647  -0.42
O: -1.041 -1.785 0.506  -0.41
H: 0.430 2.363 -0.173  0.37
H: -1.283 1.854 -0.708  0.23
H: 0.423 2.329 2.337  0.19
H: 1.096 2.083 2.138  -0.18
H: -1.742 -0.577 -1.090  0.34
H: -0.879 -2.928 -1.284  0.26
H: 0.716 -2.423 -0.494  0.27

Properties
**Structure (SMILES)**: C=C(N=O)[C@H]1CO1.[H][H]
**LUMO energy (spin up / spin down)**: -0.882 / -0.882 eV
**Net charge**: 0

=====

# 3
Molecular formula: C24H29NO5
Method: DFT, wB97M-V/def2-TZVPD

Last column: Mulliken charge in e.
Element x y z (Å)
C: 1.868 1.102 -4.493  -0.62
O: 1.277 1.185 -3.158  -0.21
C: 0.149 0.636 -2.791  0.34
C: -1.074 0.808 -3.522  0.17
C: -1.855 -0.323 -3.897  -0.49
C: -3.084 -0.151 -4.523  -0.53
C: -3.642 1.128 -4.682  0.80
C: -5.112 1.319 -4.967  -1.31
C: -2.800 2.237 -4.482  -0.64
C: -1.551 2.100 -3.890  -0.53
H: 2.173 2.122 -4.755  0.28
H: 2.727 0.432 -4.382  0.27
H: 1.175 0.681 -5.230  0.35
H: 0.190 -0.161 -2.017  0.08
H: -1.445 -1.311 -3.680  0.50
H: -3.667 -1.008 -4.870  0.38
H: -5.340 2.386 -5.062  0.35
H: -5.387 0.838 -5.914  0.34
H: -5.767 0.902 -4.180  0.31
H: -3.181 3.222 -4.757  0.31
H: -0.932 2.970 -3.675  0.47
C: 0.048 -1.068 7.161  -0.96
N: -0.949 -0.704 6.181  0.31
C: -2.335 -0.673 6.617  -0.98
C: -0.605 -0.618 4.818  -0.13
C: -0.775 -1.727 3.962  -0.57
C: -0.714 -1.549 2.588  -0.39
C: -0.427 -0.298 2.058  0.28
C: -0.395 -0.089 0.539  -1.47
C: 0.953 -0.217 -0.023  0.86
C: 1.873 0.899 0.136  0.34
O: 1.502 2.027 0.418  -0.76
O: 3.218 0.650 0.070  -0.40
C: 3.705 -0.598 -0.502  1.57
C: 3.661 -0.542 -2.009  -0.64
C: 5.114 -0.807 0.072  -1.82
O: 2.889 -1.690 -0.014  -0.40
C: 1.525 -1.556 -0.097  0.47
O: 0.834 -2.560 -0.128  -0.74
C: -0.168 0.781 2.893  -0.53
C: -0.213 0.625 4.267  -0.49
H: 1.032 -0.946 6.693  0.30
H: -0.007 -0.419 8.046  0.31
H: -0.055 -2.114 7.494  0.27
H: -2.960 -0.260 5.815  0.27
H: -2.708 -1.679 6.868  0.31
H: -2.432 -0.027 7.501  0.33
H: -1.007 -2.706 4.381  0.40
H: -0.904 -2.381 1.911  0.38
H: -1.021 -0.853 0.071  0.53
H: -0.752 0.920 0.314  0.44
H: 2.640 -0.383 -2.356  -0.50
H: 4.278 0.276 -2.393  0.47
H: 4.034 -1.471 -2.451  0.36
H: 5.049 -0.839 1.161  0.42
H: 5.546 -1.746 -0.282  0.37
H: 5.776 0.012 -0.220  0.37
H: 0.055 1.745 2.442  0.41
H: -0.026 1.473 4.926  0.40

Properties
**LUMO energy**: -2.528 eV
**Net charge**: 0

=====

# 4
Molecular formula: C7H13NO
Method: DFT, wB97M-V/def2-TZVPD

Last column: Mulliken charge in e.
Element x y z (Å)
C: 0.428 -1.100 -2.090  -1.20
C: 1.933 -0.474 -0.129  -1.33
C: 0.714 -1.145 -0.625  1.14
C: -0.270 -1.485 0.259  -1.23
H: 2.210 -0.796 0.874  0.34
H: 1.339 -0.978 -2.677  0.37
H: -0.245 -0.269 -2.315  0.20
H: -0.078 -2.009 -2.413  0.35
H: 1.663 0.601 0.016  0.23
H: 2.791 -0.616 -0.785  0.43
H: -1.152 -1.996 -0.101  0.37
H: -0.006 -1.719 1.281  0.40
C: -1.143 0.584 0.697  0.89
C: 0.050 1.285 1.549  -0.50
C: -1.532 1.135 -0.467  -1.02
O: -2.025 0.082 1.623  -0.49
N: 0.343 2.496 1.400  -0.55
H: -2.919 0.119 1.258  0.35
H: 0.960 2.875 2.118  0.29
H: 0.308 0.663 2.420  0.39
H: -0.808 1.606 -1.104  0.41
H: -2.561 1.141 -0.789  0.19

Properties
**Structure (SMILES)**: [H]/N=C/C(=C)O.C=C(C)C
**LUMO energy**: 0.871 eV
**Net charge**: 0